(1)
# C4H7BrFN3OP

2 unconnected molecules or ions with the total composition C4H7BrFN3OP (the ωB97M-V functional and the def2-TZVPD basis, the Open Molecules 2025 dataset).

Summary:
electronic energy = -3410.99317 Eh
largest force on an atom = 1.253 eV Å⁻¹

Geometry as ORCA input:
```
! RIJCOSX wB97M-V def2-TZVPD def2/J DEFGRID3
* xyz 1 1
F -2.648 -1.066 -1.108
P 0.167 0.169 1.481
H 2.579 0.196 -2.261
C -0.071 -1.315 -0.715
C -2.234 -0.290 -0.078
H 0.250 -1.068 2.126
C -2.858 1.033 -0.200
H 3.264 -0.911 -1.312
H 1.776 1.633 1.604
O 3.097 0.044 -1.448
N 0.429 -2.157 -1.315
H -0.459 0.745 -0.751
H -0.644 0.998 2.264
Br -2.828 -1.100 1.579
H 2.649 0.436 -0.643
N -3.390 2.048 -0.260
C -0.689 -0.127 -0.139
N 1.610 0.730 1.177
*
```

Just the Löwdin charges please, in e? Sure, here they are:
1. F 0.029
2. P 0.763
3. H 0.184
4. C -0.259
5. C -0.872
6. H 0.026
7. C -0.217
8. H 0.185
9. H -0.006
10. O 0.295
11. N 0.203
12. H 0.130
13. H 0.033
14. Br 0.875
15. H 0.116
16. N 0.232
17. C -0.409
18. N -0.308


(2)
# C4H7BrN

A molecular structure, C4H7BrN (the ωB97M-V functional and the def2-TZVPD basis, the Open Molecules 2025 dataset).

Summary:
largest force on an atom = 4.441 eV Å⁻¹
energy above the lowest of the compared OMol25 structures with the same formula, charge and spin = 269.4 kJ/mol

Geometry as ORCA input:
```
! RIJCOSX wB97M-V def2-TZVPD def2/J DEFGRID3
* xyz 1 1
N 1.392 -1.131 -0.382
C 0.051 -1.206 0.221
C 1.144 0.375 -0.469
H 2.245 -1.420 -0.016
H -0.576 -1.604 -0.561
Br -1.170 2.105 2.011
H 1.114 0.534 -1.602
C -0.284 0.199 0.124
C -1.511 0.952 0.380
H -2.029 1.438 -0.504
H -0.028 -1.749 1.182
H -2.275 0.208 0.612
H 1.885 1.010 0.038
*
```

Just the Löwdin charges please, in e? Sure, here they are:
1. N 0.014
2. C -0.128
3. C -0.041
4. H 0.099
5. H 0.175
6. Br 0.737
7. H 0.178
8. C -0.114
9. C -0.470
10. H 0.132
11. H 0.185
12. H 0.081
13. H 0.153


- Look up the largest force on an atom of the first one.
  1.253 eV Å⁻¹


- Which of these has the highest largest force on an atom?
  C4H7BrN


What did the first record say?
# C4H7BrFN3OP

2 unconnected molecules or ions with the total composition C4H7BrFN3OP (the ωB97M-V functional and the def2-TZVPD basis, the Open Molecules 2025 dataset).

Summary:
electronic energy = -3410.99317 Eh
largest force on an atom = 1.253 eV Å⁻¹

Geometry as ORCA input:
```
! RIJCOSX wB97M-V def2-TZVPD def2/J DEFGRID3
* xyz 1 1
F -2.648 -1.066 -1.108
P 0.167 0.169 1.481
H 2.579 0.196 -2.261
C -0.071 -1.315 -0.715
C -2.234 -0.290 -0.078
H 0.250 -1.068 2.126
C -2.858 1.033 -0.200
H 3.264 -0.911 -1.312
H 1.776 1.633 1.604
O 3.097 0.044 -1.448
N 0.429 -2.157 -1.315
H -0.459 0.745 -0.751
H -0.644 0.998 2.264
Br -2.828 -1.100 1.579
H 2.649 0.436 -0.643
N -3.390 2.048 -0.260
C -0.689 -0.127 -0.139
N 1.610 0.730 1.177
*
```

Just the Löwdin charges please, in e? Sure, here they are:
1. F 0.029
2. P 0.763
3. H 0.184
4. C -0.259
5. C -0.872
6. H 0.026
7. C -0.217
8. H 0.185
9. H -0.006
10. O 0.295
11. N 0.203
12. H 0.130
13. H 0.033
14. Br 0.875
15. H 0.116
16. N 0.232
17. C -0.409
18. N -0.308


- Among the records above, which one has the lowest largest force on an atom?
  C4H7BrFN3OP